(1)
An isolated molecule of C7H10O2S, computed with ωB97M-V/def2-TZVPD.

XYZ file:
```
20
Properties=species:S:1:pos:R:3:forces:R:3:mulliken_charge:R:1
H 1.9084 -0.7116 -0.5213 -2.04 0.19 0.28 0.35
H 0.5595 0.8623 -1.7360 -0.66 -0.03 -0.04 0.41
C -1.5514 0.3701 0.8143 -1.70 -0.24 0.47 -0.10
H -0.6938 2.3001 0.2085 0.45 -0.03 0.33 0.48
C 0.8924 -0.7511 0.0439 2.21 -1.18 -0.22 -1.14
C -0.4130 0.6130 -1.2650 0.44 1.52 0.16 -0.91
C -0.4599 1.2420 0.1525 -0.29 -2.78 0.20 -0.52
H -1.5780 0.3993 1.9776 -0.24 -0.06 -2.10 0.43
C 0.7588 0.5429 0.7844 0.93 1.78 1.22 0.06
O 1.9756 1.2180 0.5139 0.48 -0.73 -0.34 -0.54
S -3.1148 0.9801 -0.1313 0.58 -1.86 1.05 -0.36
C -1.4314 -1.0434 0.1795 -1.18 3.96 0.16 -0.25
H 1.9072 2.0281 0.9724 0.26 1.61 0.70 0.32
H 1.1078 -1.6001 0.6838 -0.62 -0.32 0.32 0.38
H -1.2710 0.7863 -1.8960 -0.03 0.49 -0.08 0.35
O -2.0586 -2.0738 0.6914 0.62 0.66 -0.20 -0.42
H -2.1532 -2.8309 0.1019 0.24 -0.01 -0.30 0.37
H -0.1534 -1.3847 -1.7300 -0.63 -1.17 -0.12 0.58
H 0.6318 0.4601 1.9153 0.12 -0.12 -1.30 0.37
C -0.3628 -0.8074 -0.8499 1.07 -1.69 -0.21 0.12
```
Positions in Å, forces in eV/Å.

Calculated values
Relative energy (zero: lowest compared OMol25 entry of this formula, charge and spin) ... 43.4 kcal/mol
E_tot ... -22348.1573 eV
Frontier orbital gap (alpha / beta) ... 7.09 / 7.09 eV

=====

(2)
An isolated molecule of C7H10O3S, computed with ωB97M-V/def2-TZVPD.

XYZ file:
```
21
Properties=species:S:1:pos:R:3:forces:R:3:mulliken_charge:R:1
H -2.0209 -0.1508 -3.3834 -1.32 -0.01 0.19 0.26
S 0.5401 -0.7320 2.0434 2.11 0.90 -0.60 0.83
H -3.4613 1.2449 -1.7078 -4.77 0.34 -0.29 0.38
C -0.6945 0.0939 -0.2159 0.59 1.38 -0.13 0.65
C 2.4864 -0.1203 1.1025 2.91 -0.25 4.44 -0.44
C 1.9063 -1.5812 1.2245 0.21 0.84 -2.04 -0.46
H 2.3025 0.3287 0.2264 -0.15 1.10 -3.63 0.28
O 0.1894 0.9411 -0.2071 -0.94 -0.52 -0.74 -0.61
H 1.6228 -1.9474 0.1370 0.47 0.29 2.57 0.23
C -1.6874 0.5042 -2.5930 -2.72 -1.62 1.21 -0.81
H -1.9514 2.3109 -1.2886 -1.30 -1.71 -0.56 0.19
H 2.5075 -2.2888 1.8533 -0.92 0.66 -0.62 0.35
H 3.5915 0.0915 1.4788 -1.99 -0.99 -1.06 0.28
O -0.7515 -0.8948 0.6857 0.55 0.02 0.78 -0.51
C -1.8614 0.0408 -1.1591 2.10 0.72 0.37 -0.03
H -0.7997 0.7851 -2.9410 3.87 1.73 -0.43 0.32
H -2.3153 -0.8725 -0.8688 -1.58 -0.37 -0.55 0.46
O -0.0939 -1.3689 3.1374 -1.35 -0.27 0.57 -0.63
C -2.4889 1.3554 -1.6466 5.70 0.19 0.53 -0.61
C 1.6122 0.5938 2.1483 -1.45 -1.36 -0.65 -0.39
H 1.3675 1.6664 1.9741 -0.03 -1.06 0.65 0.28
```
Positions in Å, forces in eV/Å.

Calculated values
Relative energy (zero: lowest compared OMol25 entry of this formula, charge and spin) ... 101.0 kcal/mol
E_tot ... -24393.0475 eV
Frontier orbital gap ... 9.03 eV

=====

(3)
An isolated molecule of C7H10O3S, computed with ωB97M-V/def2-TZVPD.

XYZ file:
```
21
Properties=species:S:1:pos:R:3:forces:R:3:mulliken_charge:R:1
O 1.5947 3.2808 1.5675 0.38 -0.19 -0.25 -0.47
H -1.2543 0.1263 1.9633 -0.17 -0.52 2.11 0.45
H -1.4315 0.6365 -1.7799 1.46 -0.90 1.30 0.29
H 2.1780 0.5798 0.6279 2.05 0.93 2.58 0.69
C -0.5401 1.6747 0.5503 -4.01 -1.02 -1.14 0.74
H 0.8703 -1.9576 -0.1607 -0.35 0.48 1.45 0.34
C 0.5262 -1.0947 0.4829 1.90 0.14 -0.50 -0.79
H 0.8808 1.9017 -1.0372 0.24 0.68 -0.77 0.56
C -0.8364 -0.6600 0.0069 -2.70 -2.46 -0.33 0.45
H -2.4879 0.7674 0.7234 1.85 -1.19 0.66 0.29
H 0.5381 -1.2030 1.5720 0.18 -0.75 -0.29 0.32
C 0.4190 1.1132 -0.4953 -0.02 0.40 -0.15 -0.41
O -1.0737 2.7973 0.6811 1.31 -1.38 -0.62 -0.64
C 1.4729 0.1261 0.0671 -3.95 -1.15 -3.07 -1.22
C -1.4166 0.3657 0.9705 -0.40 2.92 -2.86 -1.10
H 1.9740 -0.0811 -0.8619 0.56 -0.75 -0.28 0.42
C -0.5294 0.1087 -1.2507 -0.17 2.04 -2.64 -0.85
H -1.6055 -1.5382 -0.1168 1.63 1.41 0.12 0.32
H 0.0614 -0.3491 -2.1487 -1.01 0.23 1.97 0.29
S 0.8759 2.1319 2.0209 1.85 1.28 1.29 0.80
O 0.3260 2.1865 3.3194 -0.65 -0.20 1.41 -0.49
```
Positions in Å, forces in eV/Å.

Calculated values
Relative energy (zero: lowest compared OMol25 entry of this formula, charge and spin) ... 40.1 kcal/mol
E_tot ... -24395.6864 eV
Frontier orbital gap ... 8.33 eV

=====

(4)
A cluster of 2 separate species, C7H10OSi in total, computed with ωB97M-V/def2-TZVPD.

XYZ file:
```
19
Properties=species:S:1:pos:R:3:forces:R:3:mulliken_charge:R:1
C -2.0727 -1.4704 -0.7326 1.10 1.60 -1.22 -0.21
H 2.1377 0.2672 -1.8550 -0.06 0.93 -0.07 0.27
C 1.4719 1.1675 -1.7821 -1.07 -4.11 1.54 -0.22
C 0.3544 -0.8681 1.1523 1.57 2.35 0.68 -0.56
H -1.6660 -0.6872 -0.1146 -0.20 0.15 0.06 0.09
C 1.9779 2.1157 1.9842 -0.18 -1.95 0.28 -0.70
C 2.6106 2.8030 2.7462 0.26 0.83 -0.41 0.34
C -1.7949 -1.3910 -2.0345 0.70 0.31 -0.69 -0.49
H -1.1661 -0.5698 -2.5037 -0.94 -0.81 1.09 0.07
H 0.5106 0.7134 -2.1093 0.44 1.03 -0.34 -0.07
H -2.0329 -2.1209 -2.8047 -0.35 -0.20 0.40 0.24
H 3.2029 3.5990 3.1491 -0.14 -0.29 0.30 0.38
H -2.5767 -2.2077 -0.1734 -0.69 -1.07 -0.02 0.28
O 1.3447 1.5188 -0.4146 0.10 -0.51 1.16 -0.30
Si 1.1440 0.7343 1.0370 -1.24 0.81 -1.26 0.39
H -0.4269 -2.5548 1.9117 -0.34 -1.13 0.06 0.29
H 1.8575 1.9733 -2.3036 0.38 1.53 -1.17 0.31
C -0.3573 -1.5073 2.0753 0.43 0.22 0.57 -0.34
H -0.8222 -1.1895 3.0372 0.21 0.32 -0.96 0.23
```
Positions in Å, forces in eV/Å.

Calculated values
Relative energy (zero: lowest compared OMol25 entry of this formula, charge and spin) ... 119.4 kcal/mol
E_tot ... -17339.8744 eV
Frontier orbital gap (alpha / beta) ... 7.09 / 7.10 eV
SMILES ... C#C[Si](=C=C)OC.C=C

=====

(5)
An isolated molecule of C7H10S, computed with ωB97M-V/def2-TZVPD.

XYZ file:
```
18
Properties=species:S:1:pos:R:3:forces:R:3:mulliken_charge:R:1
H 1.7969 0.6017 -1.7498 -0.12 -0.11 0.76 0.22
S 0.6318 -1.9216 -0.4100 2.60 -0.25 0.52 -0.21
H -0.2455 1.5606 0.2785 -0.04 -0.34 0.27 0.25
H 2.9289 -1.4038 -0.0662 -1.02 1.06 1.01 0.30
C 1.6802 0.4983 0.4831 0.83 0.10 1.24 0.01
C -2.7263 0.0189 0.0929 -0.77 5.72 -0.73 -1.13
C -1.6630 -0.9321 -0.0917 2.59 2.71 -0.34 -0.48
C 1.5128 1.1410 -0.8300 -0.11 0.14 -3.37 -0.76
C 2.0090 -1.0660 0.5329 0.85 2.02 -5.31 -0.84
H -2.4324 1.1127 0.6750 -0.36 -3.23 -1.35 0.20
H -3.2231 0.5125 -0.8629 0.84 -1.47 1.57 0.22
H 1.6245 1.2414 1.2839 1.74 -1.02 0.66 0.30
H -1.8789 -1.9517 -0.1437 -0.48 -1.42 0.11 0.44
C -0.3578 -0.5639 -0.1882 -2.94 -0.88 -0.44 0.71
C 0.3445 0.7142 -0.0632 -3.39 -1.12 -0.33 -0.40
H -3.4588 -0.4157 0.6935 -1.65 -0.44 0.85 0.39
H 1.2988 2.1796 -1.1126 1.32 -0.02 0.82 0.32
H 2.1583 -1.3261 1.4784 0.11 -1.47 4.05 0.46
```
Positions in Å, forces in eV/Å.

Calculated values
Relative energy (zero: lowest compared OMol25 entry of this formula, charge and spin) ... 75.9 kcal/mol
E_tot ... -18252.9230 eV
Frontier orbital gap ... 8.66 eV
SMILES ... C/C=C1/SC[C@H]2C[C@@H]12

=====

(6)
A structure of composition C7H11AgO6, computed with ωB97M-V/def2-TZVPD.

XYZ file:
```
25
Properties=species:S:1:pos:R:3:forces:R:3:lowdin_spin:R:1
C -0.5637 -0.4151 -0.7916 1.65 -0.05 -0.59 0.10
H 2.5779 3.0635 1.4932 -0.24 0.12 0.03 0.00
H -0.7723 -5.2360 -0.4936 -0.28 0.09 0.00 0.00
H 2.3815 5.3589 2.5139 -0.12 -0.04 -0.24 0.00
C 1.8417 5.1053 1.5923 0.01 0.20 -0.02 0.00
Ag 0.8915 -1.1478 1.5857 -0.18 -0.02 -0.32 0.00
H 0.8819 5.6384 1.5941 0.28 -0.14 -0.01 0.00
C 1.6299 3.6137 1.5497 0.21 -0.16 0.37 0.00
H 0.5397 -0.6926 -0.8456 -0.95 -0.38 1.09 0.04
C -1.1465 -2.6139 -0.6643 0.02 -0.18 -0.44 0.00
C -0.4574 0.7988 -1.6262 -0.89 0.53 -0.29 0.64
H 2.4390 5.4406 0.7341 -0.19 -0.07 0.25 0.00
H 1.0588 3.2516 2.4145 0.14 0.08 -0.20 0.00
C -1.7997 -4.8620 -0.5702 0.08 -0.40 0.27 0.00
H -2.2456 -4.7651 0.4263 0.13 -0.05 -0.26 0.00
H -0.5464 0.8841 -2.7058 -0.03 -0.19 0.38 0.03
H -2.4023 -5.5202 -1.2001 0.16 0.21 0.16 0.00
O 0.8654 3.3149 0.3537 -0.22 -0.21 -0.29 0.01
C 0.6075 2.0605 0.1028 -0.07 0.49 -0.10 0.02
O 0.9681 1.1150 0.7787 0.24 -0.39 0.34 0.02
O -1.2693 -1.4937 -1.3743 -0.38 0.11 -0.30 0.01
O -0.4767 -2.7019 0.3509 0.18 -0.14 0.61 0.00
H -0.9874 -0.2167 0.2050 0.41 0.08 -0.32 0.01
O -0.1203 1.9875 -1.0179 0.05 0.03 -0.09 0.12
O -1.8069 -3.5858 -1.2333 0.00 0.50 -0.03 0.00
```
Positions in Å, forces in eV/Å.

Calculated values
Relative energy (zero: lowest compared OMol25 entry of this formula, charge and spin) ... 0.0 kcal/mol
Spin multiplicity ... 2
Charge ... +1
E_tot ... -23712.8890 eV
Frontier orbital gap (alpha / beta) ... 6.77 / 10.05 eV
<S²> ... 0.754